{"formula": "C64H109N19", "method": "ωB97M-V/def2-TZVPD", "symbols": ["C", "C", "N", "H", "H", "H", "C", "C", "N", "H", "H", "H", "C", "C", "N", "H", "H", "H", "C", "C", "N", "H", "H", "H", "C", "C", "N", "H", "H", "H", "C", "C", "N", "H", "H", "H", "C", "C", "C", "C", "N", "H", "H", "H", "H", "H", "H", "H", "C", "C", "C", "C", "N", "H", "H", "H", "H", "H", "H", "H", "C", "C", "C", "C", "N", "H", "H", "H", "H", "H", "H", "H", "C", "C", "C", "C", "N", "H", "H", "H", "H", "H", "H", "H", "C", "C", "C", "C", "N", "H", "H", "H", "H", "H", "H", "H", "C", "C", "C", "C", "N", "H", "H", "H", "H", "H", "H", "H", "C", "C", "C", "C", "N", "H", "H", "H", "H", "H", "H", "H", "C", "C", "C", "C", "N", "H", "H", "H", "H", "H", "H", "H", "C", "C", "C", "C", "N", "H", "H", "H", "H", "H", "H", "H", "C", "C", "C", "C", "N", "H", "H", "H", "H", "H", "H", "H", "C", "C", "C", "C", "N", "H", "H", "H", "H", "H", "H", "H", "C", "C", "C", "C", "N", "H", "H", "H", "H", "H", "H", "H", "C", "C", "C", "C", "N", "H", "H", "H", "H", "H", "H", "H"], "xyz": [[14.6894, 15.9872, 13.8289], [14.0826, 15.8730, 15.2167], [13.6873, 15.8067, 16.3040], [15.5904, 16.5977, 13.8884], [13.9392, 16.4860, 13.2152], [14.9911, 15.0086, 13.4554], [16.7359, 16.5661, 17.3181], [18.1506, 16.8803, 17.7287], [19.2729, 17.0909, 18.0442], [16.7747, 16.1448, 16.3135], [16.1699, 17.4903, 17.4350], [16.2930, 15.9291, 18.0838], [24.6474, 17.6266, 9.9048], [24.1554, 16.8032, 11.0748], [23.7558, 16.1825, 11.9592], [24.5430, 17.0580, 8.9807], [25.6446, 18.0130, 10.1151], [23.9891, 18.4945, 9.8651], [22.1927, 13.9868, 11.2260], [21.2583, 12.9177, 10.8198], [20.5308, 12.0659, 10.4240], [22.4451, 14.0032, 12.2862], [21.7323, 14.9598, 11.0544], [23.0677, 13.8386, 10.5931], [21.6957, 15.3522, 16.3415], [20.3862, 15.2860, 15.6076], [19.3448, 15.2117, 15.0885], [22.5842, 15.3324, 15.7104], [21.7870, 14.4965, 17.0104], [21.5667, 16.2210, 16.9870], [23.1409, 9.9653, 17.5493], [23.4150, 11.2732, 18.1598], [23.5556, 12.3086, 18.6778], [23.9837, 9.6044, 16.9598], [22.2791, 10.1151, 16.8989], [23.0113, 9.2414, 18.3538], [16.2110, 19.4486, 11.9580], [17.5034, 18.8787, 12.4539], [18.0981, 19.7044, 13.6564], [18.4820, 21.0164, 13.1824], [18.7641, 22.0356, 12.7630], [16.3570, 20.4532, 11.5612], [15.4042, 19.5409, 12.6850], [15.7403, 18.9939, 11.0863], [18.2639, 18.7663, 11.6812], [17.3811, 17.8753, 12.8617], [19.0440, 19.2801, 13.9929], [17.4578, 19.7660, 14.5364], [19.6909, 16.1716, 21.7985], [19.1375, 16.8220, 23.0203], [20.1943, 17.4563, 23.9532], [21.0716, 16.4879, 24.6309], [21.7441, 15.7076, 25.1561], [20.4915, 16.7670, 21.3593], [18.8634, 15.9966, 21.1110], [20.0662, 15.1729, 22.0218], [18.5071, 16.0118, 23.3866], [18.4969, 17.6417, 22.6949], [19.7435, 18.0606, 24.7405], [20.8296, 18.1715, 23.4308], [18.5921, 15.4134, 11.6743], [18.7061, 15.4126, 10.1251], [17.7341, 16.4342, 9.4602], [16.3141, 16.0639, 9.6682], [15.2305, 15.7298, 9.8760], [19.0175, 16.3008, 12.1429], [19.1097, 14.5397, 12.0704], [17.5221, 15.3449, 11.8706], [18.4792, 14.3752, 9.8792], [19.7533, 15.5584, 9.8600], [17.8627, 16.5618, 8.3854], [17.8040, 17.3919, 9.9760], [20.9916, 19.3100, 9.7718], [21.0762, 20.6909, 10.4162], [22.1430, 20.8907, 11.5086], [21.8587, 20.0221, 12.6822], [21.6856, 19.3345, 13.5880], [21.9449, 19.0224, 9.3283], [20.1660, 19.2600, 9.0619], [20.7478, 18.5499, 10.5141], [20.0834, 20.9771, 10.7633], [21.2977, 21.4746, 9.6916], [22.1229, 21.9298, 11.8370], [23.1313, 20.6620, 11.1096], [18.4550, 11.4776, 17.6850], [19.4631, 12.6390, 17.6995], [19.3705, 13.4991, 18.9558], [18.0091, 13.8637, 19.3750], [16.9350, 14.1104, 19.7101], [17.4773, 11.9580, 17.7234], [18.6490, 10.7896, 18.5079], [18.5174, 11.0148, 16.7001], [19.1533, 13.3046, 16.8939], [20.4708, 12.3193, 17.4342], [19.9340, 14.3950, 18.6951], [19.9156, 13.0715, 19.7973], [24.7720, 17.9884, 16.1830], [24.9158, 19.0730, 15.1046], [25.0081, 20.4315, 15.7341], [23.7753, 21.0206, 16.1296], [22.8066, 21.5254, 16.4467], [25.5229, 18.1274, 16.9608], [24.9708, 17.0145, 15.7357], [23.7977, 18.1437, 16.6464], [24.1620, 18.8928, 14.3382], [25.8592, 18.8828, 14.5929], [25.4507, 21.0881, 14.9851], [25.6402, 20.5786, 16.6099], [15.0191, 11.9206, 16.3140], [13.5358, 11.5730, 16.1366], [12.5551, 12.7121, 15.9926], [11.2097, 12.2283, 15.6730], [10.1663, 11.8128, 15.4789], [15.2022, 12.4073, 17.2719], [15.3338, 12.6132, 15.5334], [15.6563, 11.0363, 16.3043], [13.1984, 10.8547, 16.8839], [13.3771, 10.9877, 15.2309], [12.8304, 13.4801, 15.2697], [12.4593, 13.2254, 16.9494], [20.2568, 8.8547, 13.1374], [19.0910, 9.6245, 13.8031], [19.1152, 11.2069, 13.6921], [20.3125, 11.8273, 14.1780], [21.2491, 12.3006, 14.6698], [21.1968, 8.9758, 13.6757], [20.3277, 9.0562, 12.0685], [20.1157, 7.7869, 13.3045], [19.1938, 9.3055, 14.8403], [18.0732, 9.3084, 13.5746], [18.2484, 11.5729, 14.2423], [18.9525, 11.5283, 12.6633], [16.5245, 12.2915, 11.3225], [15.8854, 11.8464, 10.0387], [16.5830, 10.6120, 9.3715], [16.8578, 9.5266, 10.3483], [17.0621, 8.6386, 11.0814], [15.7866, 12.8140, 11.9313], [17.3027, 13.0444, 11.1971], [16.9640, 11.4794, 11.9017], [15.9129, 12.7518, 9.4324], [14.8368, 11.6175, 10.2291], [17.4843, 10.9321, 8.8487], [15.9549, 10.2792, 8.5451], [19.2847, 20.7871, 19.3535], [20.2210, 20.6851, 18.1333], [19.5919, 20.8952, 16.7568], [18.9945, 22.2834, 16.5658], [18.5527, 23.3606, 16.3946], [18.3964, 20.1692, 19.2223], [19.0432, 21.8410, 19.4915], [19.7920, 20.4682, 20.2640], [20.7027, 19.7093, 18.1950], [20.9395, 21.5021, 18.1992], [18.8954, 20.0871, 16.5332], [20.3880, 20.8849, 16.0123], [28.6353, 17.9422, 16.1596], [29.4672, 16.9858, 17.0732], [28.8404, 15.5485, 17.1400], [27.5122, 15.6280, 17.7176], [26.4455, 15.6886, 18.2496], [29.3055, 18.7704, 15.9293], [27.6601, 18.2501, 16.5368], [28.4629, 17.5084, 15.1747], [29.5209, 17.4497, 18.0581], [30.4988, 16.9106, 16.7293], [29.4174, 14.8040, 17.6887], [28.6095, 15.1551, 16.1500], [23.7966, 15.9704, 20.3075], [23.3424, 17.0332, 19.3011], [23.7835, 18.4814, 19.6435], [23.1357, 19.1534, 20.8428], [22.6662, 19.5758, 21.8142], [24.8538, 15.7193, 20.2215], [23.1789, 15.0981, 20.0938], [23.5669, 16.2779, 21.3276], [22.2626, 17.1484, 19.2065], [23.7277, 16.8033, 18.3077], [23.4542, 19.1450, 18.8439], [24.8659, 18.6040, 19.6845], [26.5963, 14.7808, 14.1757], [25.4202, 13.7635, 14.3064], [25.4002, 13.0122, 15.6448], [26.6867, 12.6136, 16.2128], [27.7357, 12.3165, 16.6058], [26.4989, 15.3472, 13.2495], [27.5626, 14.2806, 14.1114], [26.6441, 15.5061, 14.9880], [25.3885, 12.9838, 13.5454], [24.4570, 14.2647, 14.4014], [24.7542, 12.1352, 15.6042], [24.9625, 13.6305, 16.4285]], "forces_ev_per_angstrom": [[-0.675, 0.093, 1.530], [0.578, -0.011, -0.010], [0.374, 0.091, -1.331], [-0.100, 0.103, 0.064], [0.238, -0.236, -0.290], [-0.342, 0.040, -0.054], [1.329, 0.764, 1.097], [2.754, 0.265, 0.813], [-3.792, -0.650, -1.067], [-0.317, 0.041, 0.187], [-0.037, 0.089, -0.652], [0.185, -0.490, -0.338], [-0.888, -0.331, 1.439], [0.405, 0.411, -0.697], [0.419, 0.542, -0.344], [0.317, 0.072, 0.126], [0.055, -0.390, -0.233], [-0.018, -0.027, -0.168], [-0.610, -0.416, -0.301], [-2.493, -2.764, -0.997], [2.558, 3.151, 1.524], [0.011, -0.524, -0.123], [0.061, -0.098, -0.301], [0.150, 0.362, 0.261], [-1.429, -0.188, 0.033], [-0.563, -0.486, -0.666], [1.825, 0.269, 0.863], [-0.328, 0.449, -0.170], [-0.207, -0.194, -0.075], [0.575, 0.231, -0.138], [0.407, 0.447, 0.172], [0.289, 1.664, 0.934], [-0.252, -1.849, -1.086], [0.032, 0.259, -0.072], [-0.115, -0.446, 0.118], [-0.456, 0.003, -0.158], [-0.846, 1.021, -1.031], [0.287, -0.397, 1.627], [0.452, -0.498, -0.868], [-0.653, -0.489, 0.580], [0.517, 1.210, -0.632], [0.238, 0.337, 0.309], [0.266, -0.172, 0.381], [0.302, -0.799, 0.052], [0.022, 0.330, -0.095], [-0.187, -0.176, -0.093], [-0.011, -0.460, 0.052], [-0.276, 0.062, -0.248], [0.561, -0.442, -0.710], [-0.099, 0.419, -0.015], [-0.168, -0.425, 0.505], [0.403, -0.669, 0.170], [-0.572, 0.673, -0.451], [-0.072, -0.075, -0.389], [0.180, 0.248, -0.344], [0.359, 0.012, 0.116], [-0.099, 0.544, 1.194], [-0.164, 0.031, 0.172], [-0.289, -0.130, 0.070], [0.037, -0.145, -0.410], [-0.038, 0.213, -0.989], [-0.168, -0.187, 0.993], [-0.336, -0.535, 0.528], [0.017, -0.532, 0.148], [0.467, 0.213, -0.076], [-0.101, 0.028, -0.011], [-0.137, 0.021, 0.138], [0.034, -0.040, 0.579], [-0.171, 0.131, -0.684], [-0.131, 0.367, -0.400], [0.278, 0.052, 0.081], [0.398, 0.224, -0.252], [0.072, 0.078, 0.563], [-0.229, 0.539, -0.339], [-0.982, -0.669, 0.351], [0.519, 0.281, -0.254], [-0.145, 0.074, -0.209], [-0.152, -0.034, -0.334], [0.286, 0.152, -0.309], [0.107, -0.062, 0.283], [0.109, -0.053, 0.450], [0.079, -0.199, -0.412], [0.062, -0.048, 0.076], [0.084, -0.047, 0.153], [0.648, 0.951, -0.405], [-1.324, -0.177, -0.536], [1.037, 0.203, 0.013], [0.054, -0.171, -0.072], [0.402, -0.022, -0.186], [-0.180, -0.480, 0.405], [-0.338, -0.173, -0.163], [0.026, -0.488, 0.176], [0.122, -0.037, -0.250], [0.142, 0.099, 0.517], [-0.235, 0.445, 0.391], [-0.234, -0.180, 0.174], [0.210, 0.751, -0.403], [1.031, -1.859, 0.617], [0.683, 1.091, -0.990], [-0.352, -0.035, -0.202], [-1.142, 0.558, 0.369], [0.020, -0.007, 0.077], [-0.605, -0.185, 0.253], [-0.114, -0.676, -0.039], [-0.311, 0.728, 0.198], [0.230, 0.121, -0.062], [-0.049, 0.375, -0.020], [0.438, -0.852, 0.004], [-0.581, 0.301, 0.206], [0.263, -1.213, -0.888], [-0.443, 0.613, 0.873], [1.005, 0.252, 0.244], [-0.957, -0.347, -0.283], [-0.096, 0.145, 0.060], [0.167, -0.019, -0.097], [-0.151, -0.064, -0.206], [-0.015, 0.335, 0.440], [0.521, -0.148, -0.321], [0.190, -0.219, -0.065], [0.031, 0.303, 0.021], [-0.850, -0.128, 0.044], [0.879, 0.389, 0.665], [-0.854, -1.566, -0.461], [1.447, 0.616, 1.204], [-0.725, -0.467, -0.663], [0.124, 0.829, -0.242], [0.283, -0.043, 0.088], [-0.496, -0.123, -0.389], [-0.146, 0.595, 0.460], [0.260, -0.138, -0.751], [0.107, 0.239, 0.217], [0.179, -0.169, -0.148], [0.328, 0.443, 1.012], [0.212, -0.278, -0.056], [-0.418, 0.977, 0.072], [0.276, -1.483, 0.574], [-0.427, 2.036, -1.457], [-0.114, -0.183, 0.209], [0.235, -0.206, -0.323], [-0.250, -0.056, 0.080], [-0.174, -0.441, -0.731], [0.024, -0.162, -0.129], [0.404, -0.143, 0.483], [-0.171, -0.486, 0.277], [0.292, 0.298, -0.583], [-0.224, 0.584, 0.725], [-0.165, 1.005, -0.148], [-1.061, 1.378, -0.079], [1.248, -3.011, 0.515], [-0.145, 0.134, 0.063], [-0.489, -0.079, 0.065], [0.104, -0.103, -0.089], [0.239, 0.075, -0.463], [0.432, -0.415, 0.293], [-0.334, 0.299, -0.127], [0.080, -0.297, -0.060], [1.219, -0.617, -0.321], [-0.993, -0.251, -0.383], [-0.166, 0.910, -0.157], [-4.588, 0.122, 3.012], [4.245, -0.129, -2.432], [-0.423, 0.490, 0.275], [0.302, 0.065, 0.322], [-0.092, -0.387, -0.035], [-0.070, -0.297, 0.174], [-0.108, -0.039, -0.238], [0.080, 0.125, -0.032], [0.673, -0.038, -0.271], [-0.902, 0.249, -0.284], [0.334, 1.057, 0.702], [-0.543, 0.978, 0.162], [0.427, -1.141, 0.409], [0.333, -0.289, -1.136], [-0.172, 0.082, -0.098], [0.328, -0.351, 0.170], [0.043, 0.042, 0.076], [-0.247, -0.648, 0.125], [0.087, 0.006, 0.090], [0.064, -0.025, -0.401], [0.029, -0.093, 0.363], [-0.614, -0.585, -0.566], [0.503, 0.197, 1.166], [0.124, -0.023, 1.051], [1.369, -0.491, -0.118], [-1.107, 0.382, -0.336], [-0.144, 0.045, -0.035], [-0.028, -0.196, 0.152], [-0.243, -0.136, 0.169], [0.133, 0.510, -0.430], [0.010, 0.256, -0.937], [0.011, -0.053, -0.160], [-0.120, 0.212, 0.050]], "e_homo_ev": -10.9, "homo_lumo_gap_ha": 0.382, "max_force_ev_per_a": 5.5, "lumo_ha": -0.017}